(1)
A single C5H6N2O2 molecule in a non-equilibrium geometry, computed with the ωB97M-V functional and the def2-TZVPD basis.

The geometry in ORCA input format:
```
! wB97M-V def2-TZVPD RIJCOSX def2/J DEFGRID3
* xyz 0 1
C -0.8652 2.0536 1.9453
C -0.5115 0.6618 1.4322
C 0.2606 -0.5231 -0.6155
C 1.0575 -2.3268 -1.3603
C 0.8112 -1.5758 -2.4079
H -1.1132 1.7017 3.0990
H -1.8125 2.3164 1.1756
H -0.1847 2.7184 1.9293
H -0.1852 1.3730 -0.4121
H 1.3577 -3.3608 -1.4302
H 0.8499 -1.4192 -3.4963
N -0.1867 0.6191 0.1171
N 0.6308 -1.6280 -0.1902
O -0.4447 -0.3259 2.1703
O 0.3361 -0.2845 -1.9563
*
```

Calculated values
SMILES string   CC(=O)Nc1ncco1
Energy above the lowest of the compared OMol25 structures with the same formula, charge and spin   216.3 kJ/mol
HOMO energy   -0.344 Ha
DFT total energy   -12355.379 eV

---

(2)
A molecular structure, C31H23FN3RhS3, computed with the ωB97M-V functional and the def2-TZVPD basis.

The geometry in ORCA input format:
```
! wB97M-V def2-TZVPD RIJCOSX def2/J DEFGRID3
* xyz 0 5
Rh -1.7616 -0.1870 0.2253
S -3.6184 -0.2301 1.7679
C -3.5333 -1.9350 1.3780
N -2.2814 -2.2349 0.8041
C -1.7460 -3.3789 1.2773
C -0.5093 -3.9220 0.8851
C -0.0789 -5.1022 1.4537
C -0.8491 -5.7594 2.4216
C -2.0666 -5.2326 2.8313
C -2.5188 -4.0529 2.2576
S -3.9929 -3.1842 2.5867
H 0.0771 -3.4149 0.1281
H 0.8678 -5.5285 1.1458
H -0.4917 -6.6847 2.8551
H -2.6589 -5.7375 3.5848
N -4.8805 -1.2750 -1.2610
C -4.2624 -0.2214 -1.8347
N -3.0022 0.0490 -1.6791
C -2.6546 1.1916 -2.4144
C -1.3764 1.7267 -2.5245
C -1.1775 2.8492 -3.3118
C -2.2367 3.4433 -3.9971
C -3.5125 2.9098 -3.9119
C -3.7022 1.7876 -3.1200
S -5.1622 0.8816 -2.8532
H -4.4636 -1.6301 -0.4072
H -5.8842 -1.3080 -1.3088
H -0.5471 1.2578 -2.0078
H -0.1809 3.2626 -3.4001
H -2.0625 4.3210 -4.6067
H -4.3377 3.3556 -4.4526
C 2.9527 3.3825 -2.2582
C 3.3081 2.0231 -2.1110
C 2.6666 1.2351 -1.1984
C 1.6261 1.7583 -0.3872
C 0.9342 0.9592 0.5770
C -0.1010 1.5218 1.2852
C -0.4561 2.8862 1.1331
C 0.2142 3.6638 0.2433
C 1.2653 3.1177 -0.5432
C 1.9560 3.9130 -1.4917
H 3.4734 3.9994 -2.9801
H 4.0996 1.6067 -2.7210
H 2.9609 0.1998 -1.0897
H -0.5792 0.9389 2.0705
H -1.2724 3.2891 1.7184
H -0.0514 4.7059 0.1085
H 1.6730 4.9541 -1.5982
F 6.4386 -0.9111 3.2882
C 5.2280 -0.7996 2.7034
C 4.3981 0.2349 3.0825
C 3.1567 0.3455 2.4733
C 2.7504 -0.5636 1.5017
C 1.3774 -0.4603 0.8616
C 3.6168 -1.5901 1.1460
C 4.8634 -1.7196 1.7440
H 4.7248 0.9371 3.8377
H 2.4977 1.1589 2.7558
H 0.6523 -0.9287 1.5316
H 1.3706 -1.0533 -0.0562
H 3.3158 -2.3062 0.3882
H 5.5449 -2.5150 1.4734
*
```

Calculated values
Energy above the lowest of the compared OMol25 structures with the same formula, charge and spin   0.0 kJ/mol
HOMO energy (alpha / beta)   -0.206 / -0.284 Ha
DFT total energy   -75220.840 eV

---

(3)
A molecular structure, C22H37HfO3Si in a non-equilibrium geometry, computed with the ωB97M-V functional and the def2-TZVPD basis.

The geometry in ORCA input format:
```
! wB97M-V def2-TZVPD RIJCOSX def2/J DEFGRID3
* xyz 1 1
O -0.5098 -0.7686 -2.6679
C -0.8948 0.5017 -3.3199
C -0.7439 -0.0117 -4.7275
H -0.1741 1.3064 -3.1371
H -1.9232 0.8390 -3.1236
C -0.3142 -1.3090 -4.0299
H 0.0018 0.5657 -5.2703
H -1.7088 -0.0145 -5.2434
C 1.1177 -1.7245 -4.2708
H 1.8254 -0.8979 -4.1442
H 1.1975 -2.1167 -5.2967
H 1.3999 -2.5296 -3.5814
C -1.2460 -2.4300 -4.4402
H -2.2855 -2.0865 -4.5462
H -1.1893 -3.2830 -3.7535
H -0.9042 -2.7751 -5.4317
Hf -0.3957 -0.5134 0.5791
C -2.5153 -1.3301 1.2090
C -2.6946 0.0689 1.4495
C -2.6243 0.7574 0.2070
H -2.9024 0.5335 2.4062
C -2.4338 -0.2183 -0.8123
C -2.3363 -1.5026 -0.2067
H -2.3335 -2.4375 -0.7538
H -2.6492 -2.1249 1.9376
H -2.7633 1.8259 0.0468
H -2.6830 -0.0684 -1.8493
C 1.0697 -2.4489 1.6879
C 0.0024 -2.8936 0.8488
C 0.3154 -2.4987 -0.4878
H -0.7652 -3.6029 1.1342
C 1.5020 -1.6887 -0.4430
C 1.9933 -1.7264 0.8946
H 2.9464 -1.3329 1.2410
H 1.2233 -2.7393 2.7250
H -0.1210 -2.8834 -1.4023
H 2.0670 -1.3366 -1.2947
O 0.9309 1.8214 0.3471
C 1.0421 1.8059 -1.0834
C 1.5009 3.1857 -1.5289
H 0.0259 1.5641 -1.4337
H 1.7277 0.9886 -1.3658
C 2.0081 3.8502 -0.2320
H 0.6654 3.7319 -1.9688
H 2.2784 3.0968 -2.2836
C 1.3299 3.0996 0.9023
H 1.8057 4.9203 -0.1879
H 3.0970 3.7126 -0.1482
H 0.4303 3.6290 1.2556
H 1.9851 2.8836 1.7515
C 1.9934 0.2571 4.3924
Si 0.1564 0.3452 4.0382
C -0.7387 -0.8379 5.2162
C -0.4128 2.0946 4.4055
O -0.1505 -0.0593 2.4552
H 2.1793 0.1944 5.4740
H 2.5160 1.1524 4.0294
H 2.4523 -0.6223 3.9339
H -0.6512 -0.5629 6.2810
H -1.8128 -0.8753 4.9850
H -0.3311 -1.8537 5.1181
H 0.3285 2.8417 4.0878
H -1.3714 2.3404 3.9328
H -0.5353 2.1910 5.4936
*
```

Calculated values
Energy above the lowest of the compared OMol25 structures with the same formula, charge and spin   23.2 kJ/mol
HOMO energy   -0.422 Ha
DFT total energy   -38737.431 eV

---

(4)
13 unconnected molecules or ions with the total composition C5H33NO14 in a non-equilibrium geometry, computed with the ωB97M-V functional and the def2-TZVPD basis.

The geometry in ORCA input format:
```
! wB97M-V def2-TZVPD RIJCOSX def2/J DEFGRID3
* xyz 0 1
C -0.7289 -1.5363 0.6566
C 0.0439 -0.3520 0.0249
C -0.1907 0.9870 0.8523
C 0.4435 1.1675 1.9938
N -2.1178 -1.5221 0.2301
C -2.3200 -1.9103 -1.1258
O -1.3844 -2.6541 -1.7135
O -3.3766 -1.6202 -1.6309
H -0.6772 -1.4318 1.7216
H -0.4153 -2.6119 0.4681
H -0.0690 -0.1493 -1.0304
H 1.1228 -0.5117 0.0648
H -0.7405 1.7069 0.1431
H 0.4809 2.1915 2.4736
H 0.7172 0.3853 2.6414
H -2.7234 -0.9141 0.5477
H -1.6667 -3.0956 -2.5095
H 2.1089 -1.6258 2.5664
H 1.2863 -2.9130 2.6439
O 1.2588 -1.9900 2.8117
H -3.3608 2.7808 -0.1966
H -2.4490 3.9049 -0.2897
O -2.4066 2.9128 -0.1265
H -4.2010 0.7780 -1.0268
H -4.9744 1.0237 0.2350
O -4.5422 1.5512 -0.5111
H 3.4245 -0.0198 -2.6387
H 2.0855 0.2851 -3.4455
O 2.4871 -0.4601 -3.0926
H -1.3813 1.2128 -4.1099
H -2.0363 -0.1332 -3.7534
O -1.8074 0.6844 -3.4327
H -2.3902 1.3984 1.8130
H -1.8652 0.7566 2.9718
O -2.7301 1.1838 2.7058
H 3.5989 -1.9298 0.2764
H 4.4968 -1.6302 1.6014
O 3.4856 -1.7317 1.2819
H -1.6941 3.3428 1.3715
H -1.6301 3.4758 2.8507
O -1.5033 4.0507 2.0865
H 1.1489 -4.3658 1.4800
H 2.5524 -3.5710 0.9870
O 2.0778 -4.3299 1.4022
H 1.6442 -2.8737 -1.6972
H 2.7368 -1.8376 -2.0037
O 2.5568 -2.6164 -1.4753
H 3.9821 1.4852 -0.2985
H 2.5942 1.0181 -0.3455
O 3.4775 0.8343 -0.7584
H 2.5046 4.2113 -1.2201
H 1.1043 3.5437 -1.1570
O 1.9622 3.4646 -1.3134
*
```

Calculated values
Energy above the lowest of the compared OMol25 structures with the same formula, charge and spin   540.1 kJ/mol
HOMO energy   -0.349 Ha
DFT total energy   -35873.209 eV

---

Q: Among the records above, which one has the lowest energy above the lowest of the compared OMol25 structures with the same formula, charge and spin?
A: C31H23FN3RhS3

---

Q: The highest DFT total energy belongs to which entry?
A: C5H6N2O2